Entry 1:
11
Properties=species:S:1:pos:R:3:forces:R:3 method="wB97M-V/def2-TZVPD" homo_energy_ev=-8.59 total_charge=0 orbital_gap_ev=8.73 lumo_energy_ha=0.0053 de_lowest_ev=1.557 fmax_ev_per_a=4.9
C -1.23485 -0.57397 -0.05988 3.37 3.58 0.46
O 1.69984 -1.91352 0.62341 0.29 -0.74 0.99
O -1.45818 0.24069 1.06014 0.80 -1.38 0.12
P 2.15296 1.12548 0.33976 0.98 -1.46 0.56
P 1.21632 -0.82076 -0.22402 -2.96 0.37 -2.65
H -1.66464 0.01134 -0.82383 -0.17 -0.12 -1.61
H -1.38354 -1.58090 -0.03215 -0.79 -2.69 0.45
H -0.79494 -0.11252 1.66476 -0.45 0.32 0.85
H 1.96446 1.81626 -0.83262 -0.76 0.48 -0.69
H 0.96067 1.32361 1.02497 -0.56 0.74 0.04
H 1.28415 -1.21428 -1.69480 0.25 0.89 1.48

---

Entry 2:
23
Properties=species:S:1:pos:R:3:forces:R:3 method="wB97M-V/def2-TZVPD" homo_energy_ev=-14.38 total_charge=+1 orbital_gap_ev=9.81 lumo_energy_ha=-0.1678 de_lowest_ev=3.547 fmax_ev_per_a=4.9
C 1.85426 -0.45683 0.28221 -2.64 3.20 -1.97
C 0.44568 0.35314 0.39014 -1.25 -4.66 1.01
C -0.81091 -0.43050 -0.08260 0.49 -0.60 -0.42
C 2.61583 0.09150 -0.83101 2.70 0.30 0.80
C 0.42014 1.55557 1.17783 0.91 2.64 -0.29
C -2.26920 0.13845 -0.10511 3.27 0.47 0.62
C -0.53421 -1.45997 -1.17070 -0.94 2.48 -2.14
N -0.50529 -1.18538 1.17126 0.16 2.37 -0.80
O 2.11625 -1.27372 1.05880 1.23 -2.67 2.10
H 2.66662 -0.62796 -1.66344 -0.40 0.69 -0.05
H 3.69979 0.14041 -0.44229 -1.43 0.22 -0.78
H 2.19962 1.10482 -0.96060 0.59 -0.49 -1.03
H 1.28963 2.22771 0.79970 -1.18 -1.06 0.59
H 0.62859 1.44460 2.27280 -0.42 0.00 -0.94
H -0.48664 2.11795 0.89372 0.28 -0.05 0.88
H -2.31814 0.74292 0.75222 -0.62 0.80 1.43
H -2.93570 -0.65103 -0.03316 -1.23 -1.59 0.11
H -2.52899 0.78115 -0.90282 0.17 0.39 -1.26
H -1.22892 -1.37148 -2.02474 0.06 0.05 0.53
H -0.66074 -2.37917 -0.74768 -0.35 -2.65 0.81
H 0.41595 -1.40044 -1.64762 0.97 0.11 -0.02
H 0.23613 -1.88569 1.10996 -0.51 0.25 0.61
H -0.88914 -0.87518 2.05016 0.11 -0.19 0.19

---

Entry 3:
11
Properties=species:S:1:pos:R:3:forces:R:3 method="wB97M-V/def2-TZVPD" homo_energy_ev=-9.28 total_charge=0 orbital_gap_ev=8.88 lumo_energy_ha=-0.0147 de_lowest_ev=4.479 fmax_ev_per_a=5.4 smiles="O=c1o[nH]nc1NO"
C 0.08494 -0.54001 -0.03395 -3.95 -0.53 -1.24
C 0.03946 0.89707 -0.06606 3.01 4.18 1.52
H -2.01705 0.82185 -0.25598 -0.88 -1.75 2.19
H -1.53508 -2.02480 0.25329 0.73 4.12 -1.42
H 2.84201 -0.11430 -0.32467 2.60 0.94 -1.70
N -1.30695 -0.96257 -0.18632 0.66 -3.99 1.46
N 1.28166 -1.02063 -0.15636 -3.17 -2.23 1.20
N 2.11969 -0.11403 0.30986 -2.33 1.82 0.88
O -2.18421 0.03527 0.43426 0.98 -0.31 -2.24
O 1.40882 1.15476 0.22055 -0.01 0.52 -0.30
O -0.73327 1.86740 -0.19462 2.37 -2.76 -0.35

---

Entry 4:
61
Properties=species:S:1:pos:R:3:forces:R:3 method="wB97M-V/def2-TZVPD" homo_energy_ev="-2.22 / -2.07" total_charge=-1 orbital_gap_ev="4.20 / 4.05" spin_multiplicity=2 lumo_energy_ha="0.0730 / 0.0728" de_lowest_ev=0.000 fmax_ev_per_a=0.7
Ru -0.23635 -0.28536 -0.05841 0.21 -0.11 -0.70
N 1.73307 0.10378 3.66352 -0.10 0.02 0.03
C 0.47626 0.24642 4.22980 0.05 0.01 0.07
C 0.04820 0.44801 5.53966 0.05 -0.01 -0.04
C -1.31674 0.54447 5.73469 -0.07 -0.01 -0.02
C -2.22947 0.43934 4.67044 0.07 0.02 0.05
C -1.80158 0.23810 3.37268 -0.02 0.05 0.02
C -0.42853 0.15152 3.16912 -0.01 0.01 -0.17
N 0.27141 -0.03559 1.98467 -0.15 -0.10 0.25
C 1.53804 -0.06250 2.31679 0.26 0.04 -0.17
C 2.51629 -0.23786 1.26968 -0.05 -0.04 0.01
C 3.87828 -0.31977 1.29792 -0.04 0.00 0.12
S 4.46695 -0.51655 -0.28497 0.12 -0.02 -0.08
C 2.88119 -0.47438 -0.90464 -0.18 -0.06 -0.09
N 1.95515 -0.32849 0.00446 0.00 0.21 0.26
H 2.61430 0.10074 4.14045 0.00 0.00 0.01
H 0.74426 0.52147 6.36552 0.00 0.01 0.00
H -1.69312 0.69965 6.73832 0.00 0.00 0.00
H -3.28945 0.50650 4.87724 -0.01 0.00 0.01
H -2.46910 0.11508 2.52908 0.02 -0.05 -0.01
H 4.54181 -0.28234 2.14543 -0.01 -0.01 0.02
H 2.65429 -0.56335 -1.95753 -0.05 0.03 -0.01
S -1.82218 -1.75698 0.50818 -0.13 0.19 0.18
N -8.59087 5.02709 -3.73302 0.03 -0.01 0.01
C -7.63357 4.66547 -3.20832 0.16 -0.06 0.09
C -6.43375 4.22126 -2.54034 -0.25 0.08 -0.15
C -5.76504 5.08086 -1.67537 0.07 -0.03 0.04
C -4.61792 4.65960 -1.02952 -0.08 -0.03 -0.05
C -4.12748 3.37270 -1.24175 0.08 -0.02 0.03
C -4.79605 2.51199 -2.11278 -0.06 0.06 -0.02
C -5.94201 2.93627 -2.75655 0.07 -0.01 0.05
N -2.96033 2.94392 -0.58379 0.08 -0.02 0.01
C -2.15261 3.68039 0.27479 -0.06 0.01 -0.02
C -1.14086 2.85690 0.64211 -0.04 -0.03 -0.05
N -1.29901 1.63462 0.03348 -0.08 -0.21 0.13
C -2.38340 1.70601 -0.68294 -0.02 0.02 -0.07
H -6.14326 6.08008 -1.50854 -0.01 0.00 -0.01
H -4.11234 5.33825 -0.36025 0.01 0.00 0.01
H -4.42803 1.51447 -2.29707 0.02 0.00 0.00
H -6.45547 2.26721 -3.43270 -0.01 0.01 0.00
H -2.36194 4.69823 0.54228 0.01 0.01 0.00
H -0.30923 3.05728 1.29551 0.00 0.00 0.01
H -2.75821 0.88302 -1.26742 0.01 -0.01 0.02
C -1.01463 -2.07474 -3.72724 0.00 -0.02 -0.02
C -0.47819 -0.74887 -4.17453 -0.06 0.07 0.00
C -0.38466 -0.38527 -5.49819 -0.01 -0.03 -0.08
C 0.13664 0.84701 -5.91099 -0.01 -0.02 0.07
C 0.58028 1.72108 -4.92186 0.02 0.00 -0.02
C 0.50823 1.42010 -3.57319 0.09 0.04 -0.05
C 0.98549 2.38388 -2.52650 -0.06 0.05 0.03
C -0.04890 0.16601 -3.14549 -0.11 0.12 0.07
N -0.15128 -0.18187 -1.88916 0.20 -0.19 0.29
H -1.33488 -2.67355 -4.58330 -0.01 -0.01 0.01
H -1.84673 -1.96435 -3.02571 -0.01 0.02 0.00
H -0.25839 -2.63256 -3.16550 0.01 0.00 0.00
H -0.73160 -1.09549 -6.24576 0.01 0.00 -0.01
H 0.19576 1.10851 -6.95929 0.01 0.00 -0.01
H 0.99644 2.68486 -5.20791 0.01 0.00 0.00
H 1.47281 3.24629 -2.98748 0.01 0.00 0.00
H 1.68882 1.91170 -1.83036 0.00 0.02 -0.02
H 0.16316 2.75066 -1.90020 0.03 0.00 -0.05

---

Entry 5:
16
Properties=species:S:1:pos:R:3:forces:R:3 method="wB97M-V/def2-TZVPD" homo_energy_ev=-8.76 total_charge=0 orbital_gap_ev=9.18 lumo_energy_ha=0.0154 de_lowest_ev=8.320 fmax_ev_per_a=6.2
C -1.96171 -0.95183 -0.78063 3.46 2.14 3.52
C 0.19502 -1.22671 0.65233 -3.53 -0.46 -3.84
C 1.09237 0.61282 -0.82376 2.39 -0.10 0.89
C 2.33195 0.07511 -0.03906 1.02 2.26 2.15
H -2.87708 1.38865 0.98401 5.13 0.06 -1.10
H -1.10874 0.88526 1.54774 -1.85 -0.19 -3.23
H -2.25865 -1.29217 -1.76377 -0.24 -0.79 0.41
H 0.76950 -1.29230 1.60816 -1.72 -1.15 -0.12
H 0.59519 1.16264 -0.09565 -1.25 1.72 0.31
H 1.10792 1.03927 -1.85240 -0.11 -1.39 0.62
H 3.26212 -0.19083 -0.55550 -0.74 -0.38 -0.15
H 2.75200 0.63617 1.05219 -2.06 -1.74 -2.95
N -1.65121 1.22505 0.56367 -5.38 -1.72 2.65
N -2.29201 0.25306 -0.48278 0.67 1.02 -0.30
N -1.11806 -1.59914 0.22678 4.94 1.10 2.05
N 1.16139 -0.72504 -0.24136 -0.73 -0.41 -0.91

---

Entry 6:
89
Properties=species:S:1:pos:R:3:forces:R:3 method="wB97M-V/def2-TZVPD" homo_energy_ev=-13.43 total_charge=+2 orbital_gap_ev=7.06 lumo_energy_ha=-0.2340 de_lowest_ev=0.132 fmax_ev_per_a=1.0
Ta -0.01434 -0.52483 -1.54494 0.21 0.31 -0.97
C 1.76617 -0.69648 -3.82440 -0.13 -0.02 0.10
Si 3.03339 -1.05589 -2.45596 -0.23 0.02 -0.02
C 3.59457 -2.80859 -2.50808 0.06 -0.13 0.00
C 4.40898 0.16613 -2.46443 0.07 0.09 0.02
N 1.92561 -0.82761 -1.09602 0.44 -0.20 0.39
P 1.71487 -1.03382 0.53177 0.00 0.03 0.03
C 0.01601 -0.83960 0.42277 -0.06 0.24 -0.26
P -1.66506 -0.58764 0.63245 -0.02 0.06 -0.01
N -1.93845 -0.51366 -1.00757 -0.46 -0.23 0.54
Si -3.22636 -0.28185 -2.21854 0.20 0.04 0.03
C -4.43956 -1.66537 -2.11962 -0.04 -0.15 -0.01
C -2.09971 -0.39938 -3.72731 0.07 -0.05 0.01
C -4.02761 1.37167 -2.08288 -0.02 0.08 -0.05
C -2.55469 -1.90723 1.42188 -0.03 -0.04 -0.10
C -2.73231 -3.10758 0.72835 -0.02 0.02 0.08
C -3.35891 -4.17272 1.35097 0.00 0.01 -0.02
C -3.80359 -4.04255 2.66253 0.00 0.01 0.00
C -3.62393 -2.85244 3.35327 -0.01 -0.01 0.00
C -2.99932 -1.77878 2.73633 0.00 -0.03 0.07
C -2.04196 0.96319 1.41476 0.01 -0.02 0.04
C -3.36821 1.27708 1.71424 -0.04 0.04 0.02
C -3.67797 2.53652 2.19895 -0.03 0.01 0.00
C -2.67137 3.47712 2.38348 0.00 0.01 0.00
C -1.34946 3.15990 2.10253 0.01 -0.03 -0.01
C -1.02851 1.89963 1.62060 -0.06 0.04 -0.03
C 2.53204 0.19937 1.51075 0.07 0.02 0.03
C 3.26244 1.23248 0.93288 0.00 0.01 0.04
C 3.87830 2.16964 1.75076 -0.03 0.01 -0.01
C 3.74866 2.08056 3.12899 -0.02 0.01 0.00
C 3.00095 1.05817 3.70507 -0.03 -0.02 -0.01
C 2.39251 0.11239 2.89908 0.08 0.01 0.01
C 2.22723 -2.64091 1.09323 -0.06 -0.03 -0.03
C 3.53731 -2.83236 1.53351 0.01 -0.01 0.00
C 3.96247 -4.10664 1.87384 0.00 0.00 0.00
C 3.08393 -5.17890 1.78285 0.00 0.01 0.00
C 1.77500 -4.98641 1.35726 0.00 0.01 0.00
C 1.34310 -3.71760 1.00851 0.05 0.02 0.02
H 2.14625 -0.92545 -4.82252 0.04 0.05 0.01
H 1.44547 0.35645 -3.85169 -0.01 -0.09 0.00
H 0.87898 -1.35998 -3.76361 -0.04 -0.01 -0.05
H 4.08858 -3.03132 -3.45654 0.00 -0.01 0.02
H 2.76060 -3.50266 -2.38476 0.02 -0.02 -0.01
H 4.31399 -3.00399 -1.70934 -0.01 -0.03 0.00
H 5.07783 -0.03147 -3.30551 -0.01 0.02 0.00
H 5.00134 0.07235 -1.55122 0.03 0.03 -0.01
H 4.05469 1.19556 -2.54589 0.01 -0.01 0.02
H -3.98048 -2.64226 -2.28265 -0.02 0.00 0.01
H -5.21456 -1.52911 -2.87755 -0.01 -0.01 0.01
H -4.93234 -1.67862 -1.14451 -0.01 -0.01 -0.01
H -1.60694 -1.38240 -3.80624 -0.01 0.04 0.00
H -1.35083 0.41085 -3.71925 0.03 0.01 -0.04
H -2.62719 -0.27347 -4.67528 0.01 0.01 0.00
H -4.35004 1.57573 -1.06195 -0.03 0.01 0.06
H -4.91358 1.40229 -2.72189 0.02 0.02 0.00
H -3.34747 2.16593 -2.38742 -0.01 0.01 0.02
H -2.39192 -3.20098 -0.29629 0.00 0.00 -0.01
H -3.50886 -5.10148 0.81688 0.00 0.00 0.00
H -4.29926 -4.87391 3.14580 0.01 0.00 0.00
H -3.97614 -2.75706 4.37124 0.00 0.00 0.00
H -2.86748 -0.84688 3.27336 0.02 -0.08 0.00
H -4.15287 0.53838 1.58595 0.01 0.06 -0.05
H -4.70355 2.78525 2.43683 0.01 0.00 -0.01
H -2.92042 4.46168 2.75672 0.00 0.00 0.00
H -0.56813 3.89243 2.25631 0.00 0.00 0.00
H 0.00192 1.65138 1.39436 0.00 0.00 0.05
H 3.32720 1.32079 -0.14223 0.05 -0.04 0.01
H 4.45640 2.97115 1.31035 0.01 -0.01 0.00
H 4.23076 2.81308 3.76270 0.01 0.00 0.00
H 2.90297 0.99530 4.78039 0.00 0.01 -0.01
H 1.82400 -0.69683 3.34533 0.02 0.01 0.01
H 4.21588 -1.99171 1.62378 -0.01 -0.02 -0.01
H 4.97505 -4.26250 2.22037 0.00 0.00 0.00
H 3.41862 -6.17064 2.05636 0.00 0.00 0.00
H 1.09293 -5.82439 1.30666 0.00 0.00 0.00
H 0.31836 -3.55633 0.69249 0.00 -0.01 0.00
O 1.17440 2.50905 -0.85630 -0.12 -0.07 -0.08
B 0.13932 1.75861 -1.37707 -0.15 -0.03 0.04
O -0.92595 2.55103 -1.77303 0.17 0.01 0.10
C -0.55224 3.84542 -1.43064 -0.06 -0.05 -0.04
C -1.26756 5.01035 -1.57416 -0.04 0.07 0.00
C -0.64562 6.17073 -1.12096 0.02 -0.01 0.01
C 0.62927 6.14334 -0.55839 0.02 -0.04 0.00
C 1.34123 4.95319 -0.42413 0.00 0.09 0.02
C 0.71047 3.81795 -0.87519 0.06 -0.03 0.00
H -2.25522 5.02473 -2.01422 0.01 0.00 0.00
H -1.16230 7.11614 -1.21157 0.00 0.00 0.00
H 1.07985 7.06706 -0.22263 -0.01 0.00 0.00
H 2.33238 4.92226 0.00686 0.00 0.00 -0.01

---

Please write out number 5 again, unchanged.
16
Properties=species:S:1:pos:R:3:forces:R:3 method="wB97M-V/def2-TZVPD" homo_energy_ev=-8.76 total_charge=0 orbital_gap_ev=9.18 lumo_energy_ha=0.0154 de_lowest_ev=8.320 fmax_ev_per_a=6.2
C -1.96171 -0.95183 -0.78063 3.46 2.14 3.52
C 0.19502 -1.22671 0.65233 -3.53 -0.46 -3.84
C 1.09237 0.61282 -0.82376 2.39 -0.10 0.89
C 2.33195 0.07511 -0.03906 1.02 2.26 2.15
H -2.87708 1.38865 0.98401 5.13 0.06 -1.10
H -1.10874 0.88526 1.54774 -1.85 -0.19 -3.23
H -2.25865 -1.29217 -1.76377 -0.24 -0.79 0.41
H 0.76950 -1.29230 1.60816 -1.72 -1.15 -0.12
H 0.59519 1.16264 -0.09565 -1.25 1.72 0.31
H 1.10792 1.03927 -1.85240 -0.11 -1.39 0.62
H 3.26212 -0.19083 -0.55550 -0.74 -0.38 -0.15
H 2.75200 0.63617 1.05219 -2.06 -1.74 -2.95
N -1.65121 1.22505 0.56367 -5.38 -1.72 2.65
N -2.29201 0.25306 -0.48278 0.67 1.02 -0.30
N -1.11806 -1.59914 0.22678 4.94 1.10 2.05
N 1.16139 -0.72504 -0.24136 -0.73 -0.41 -0.91